Molecular formula: C44H74N2O28
Method: DFT, ωB97M-V with the def2-TZVPD basis set

Its SMILES is O=[N+]([O-])c1ccccc1.O=[N+]([O-])c1ccccc1.CCOC(=O)OC.CCOC(=O)OC.CCOC(=O)OC.CCOC(=O)OC.CCOC(=O)OC.CCOC(=O)OC.CCOC(=O)OC.CCOC(=O)OC. As for the gap between HOMO and LUMO: 0.336 Eh. The HOMO energy comes out at -9.930 eV.

XYZ file:
```
148
Properties=species:S:1:pos:R:3:forces:R:3
C -0.44668 6.36005 -3.26532 -0.389 -0.701 -0.377
C -0.31180 5.68164 -4.63265 1.025 3.295 -1.237
O -0.76623 4.41005 -4.73194 -1.497 -3.494 -0.113
C -2.03433 4.10251 -5.16112 0.582 1.152 1.490
O -2.88849 4.91070 -5.37936 -0.092 0.036 -0.455
O -2.16611 2.78736 -5.10359 0.573 0.388 -0.213
C -3.44891 2.22300 -5.15365 -1.033 -2.080 0.105
H -1.51804 6.30914 -3.07115 -0.002 -0.131 0.646
H -0.20481 7.42268 -3.24525 0.236 -0.044 -0.476
H 0.17013 5.86389 -2.51601 -0.320 -0.145 0.155
H 0.70113 5.64516 -5.03358 0.371 -0.003 0.535
H -0.80035 6.30946 -5.37781 -0.441 0.137 0.033
H -4.32286 2.75184 -4.77332 0.582 0.821 -0.019
H -3.37972 1.32479 -4.54003 0.207 0.235 0.237
H -3.71604 1.78152 -6.11377 0.292 0.680 -0.526
C -2.28037 8.09638 1.37452 -1.502 -0.221 0.383
C -1.46916 7.29433 0.38487 0.564 1.007 0.076
O -1.19814 5.95507 0.83698 1.112 0.158 0.271
C -2.09316 5.00749 0.69763 -2.076 -1.042 0.083
O -3.19467 5.14503 0.19290 0.934 -0.279 0.239
O -1.65131 3.85294 1.27561 0.641 1.077 -0.492
C -2.51307 2.71895 1.35699 -0.794 0.133 -0.181
H -3.33111 7.80898 1.33631 -0.066 -0.180 0.139
H -2.30062 9.17722 1.23495 0.440 -0.038 -0.575
H -1.94310 7.96971 2.40326 0.225 -0.313 -0.084
H -0.52281 7.83510 0.37551 0.504 -0.742 -0.158
H -1.81437 7.30336 -0.64898 -0.463 -0.208 0.225
H -2.83642 2.32302 0.39430 0.295 0.323 -0.198
H -3.42519 2.99567 1.88571 0.044 -0.049 0.241
H -1.97763 1.92484 1.87737 0.082 0.299 0.068
C -6.43837 1.83655 0.51260 0.669 0.291 0.266
C -6.15778 2.60480 -0.76251 -1.331 0.201 0.292
O -5.46909 1.82896 -1.71868 0.145 -1.374 -1.501
C -6.12288 1.02952 -2.63161 1.198 1.185 -0.074
O -7.29306 0.97103 -2.84956 -0.179 -0.286 0.354
O -5.13590 0.44096 -3.35690 0.095 0.480 1.145
C -5.41376 -0.53771 -4.34727 -0.574 -0.566 0.611
H -5.46237 1.59487 0.93345 -0.014 0.020 0.386
H -6.98365 0.89303 0.48949 -0.265 0.226 -0.600
H -6.95840 2.54411 1.15838 0.029 -0.212 0.317
H -5.53209 3.46543 -0.52604 0.381 -0.231 -0.085
H -7.07018 3.05011 -1.15915 -0.145 -0.348 -0.381
H -4.54431 -0.57247 -5.00374 -0.416 0.370 -0.283
H -6.39788 -0.36044 -4.78106 0.316 0.141 -0.483
H -5.45210 -1.51897 -3.87423 -0.063 -0.074 0.126
C 2.28432 -2.45071 2.86233 0.500 -1.585 -0.446
C 3.36366 -2.32876 3.93458 -0.461 -0.172 -0.542
O 2.76110 -2.51934 5.20916 -0.445 -0.463 1.742
C 2.44156 -3.75330 5.70069 -0.566 -1.743 -2.032
O 2.90328 -4.84553 5.31905 -1.074 3.065 1.329
O 1.36341 -3.56691 6.51568 0.804 0.194 0.391
C 0.54927 -4.70250 6.92974 0.805 -0.097 -0.904
H 2.72975 -2.53640 1.87119 0.116 0.773 -0.132
H 1.45252 -1.74666 2.88522 0.455 0.192 0.197
H 1.88500 -3.46371 2.91210 -0.440 -0.096 0.440
H 3.75633 -1.31265 3.89686 0.127 -0.072 0.522
H 4.18316 -3.03943 3.82752 -0.091 -0.038 -0.332
H 1.03011 -5.33794 7.67346 0.395 0.010 -0.314
H 0.37638 -5.21087 5.98118 -0.316 -0.591 0.438
H -0.38558 -4.37911 7.38752 0.231 0.639 -0.377
C 4.73665 2.22740 0.36127 -0.257 0.359 -0.210
C 5.26458 2.65354 -1.03840 -1.620 -1.011 0.844
O 5.09453 4.07037 -1.24870 0.318 0.344 -0.279
C 3.96901 4.55945 -1.81077 -1.400 -2.509 -0.332
O 2.97660 3.86426 -2.12698 2.507 2.409 0.706
O 4.15373 5.87902 -1.96267 -0.680 -0.706 0.053
C 3.12996 6.61752 -2.63562 -0.004 0.766 -0.403
H 4.64784 1.14249 0.41752 0.131 -0.002 -0.140
H 3.73869 2.62106 0.55417 -0.216 -0.012 -0.478
H 5.28128 2.57678 1.23844 0.639 0.041 -0.333
H 4.69260 2.10055 -1.78348 -0.326 0.234 -0.024
H 6.27629 2.27973 -1.19593 0.338 1.062 0.118
H 3.58628 7.58515 -2.84435 0.141 -0.152 -0.132
H 2.24000 6.86070 -2.05516 0.137 -0.594 0.461
H 2.81394 6.16355 -3.57484 0.173 -0.247 0.130
C 5.64737 -7.42958 -0.40157 -0.024 0.683 0.173
C 5.39381 -7.13623 -1.88686 0.664 -1.502 1.393
O 4.45927 -6.07585 -2.01658 -0.566 -0.198 -0.932
C 3.12851 -6.32680 -1.90562 0.515 1.866 1.881
O 2.58764 -7.33309 -1.55583 0.026 -0.415 -0.843
O 2.56096 -5.08770 -1.95135 0.329 -0.344 -0.013
C 1.13403 -4.97695 -1.95137 -0.128 -0.691 -1.246
H 6.20153 -6.61423 0.06342 -0.089 0.164 0.046
H 6.23403 -8.32636 -0.20228 -0.126 -0.132 -0.366
H 4.68335 -7.51264 0.10030 0.071 -0.150 0.083
H 5.09144 -8.10103 -2.29408 -0.602 0.365 -0.577
H 6.33805 -6.86677 -2.36005 -0.348 0.428 -0.238
H 0.83617 -5.33537 -2.93672 -0.411 -0.047 -0.033
H 0.85055 -3.92516 -1.91295 0.380 -0.120 0.450
H 0.61885 -5.60296 -1.22281 0.351 0.185 0.298
C -2.83044 -7.27723 0.83172 0.874 0.169 -0.863
C -2.74735 -5.73376 0.85567 -0.522 -1.493 1.425
O -3.54543 -5.30647 -0.22386 -1.319 2.414 -0.845
C -4.23726 -4.11217 -0.08666 0.268 0.155 0.619
O -4.09528 -3.28585 0.81796 -0.344 -1.839 -2.244
O -5.12441 -4.04208 -1.13660 1.146 0.028 1.117
C -5.89327 -2.83796 -1.25607 -0.261 0.300 0.399
H -2.34700 -7.74816 1.68764 -0.418 0.162 0.256
H -2.23729 -7.63279 -0.01080 0.240 0.115 -0.188
H -3.80874 -7.68722 0.58085 -0.239 0.338 0.701
H -1.69839 -5.43885 0.82714 -0.077 0.362 -0.498
H -3.17233 -5.33250 1.77572 0.052 0.007 0.063
H -5.27718 -1.95996 -1.45011 0.270 -0.134 -0.062
H -6.46872 -2.62330 -0.35558 0.118 -0.208 0.139
H -6.60495 -2.96634 -2.07163 0.277 -0.277 -0.011
C -2.62310 3.37727 5.04164 0.862 -0.992 -0.327
C -1.46940 2.34586 4.87910 -0.121 0.079 0.496
O -1.97730 1.07820 5.37423 -0.548 -1.746 0.135
C -2.15889 -0.15830 4.75975 0.180 1.473 -0.408
O -2.83226 -1.04110 5.18664 -0.247 0.181 1.065
O -1.53546 -0.24187 3.59398 1.173 1.094 -0.457
C -1.59618 -1.40015 2.77283 -0.537 -0.290 -0.782
H -2.74733 3.56620 6.10792 -0.271 -0.317 -0.019
H -3.49883 2.88767 4.61561 -0.266 0.609 0.017
H -2.38029 4.35241 4.61944 -0.077 -0.193 -0.457
H -0.70642 2.67989 5.58222 0.264 -0.468 0.028
H -0.96736 2.21085 3.92106 -0.526 0.226 -0.209
H -2.04417 -1.08824 1.82936 -0.150 0.063 0.006
H -2.21363 -2.21104 3.15924 0.169 0.223 0.371
H -0.59594 -1.74449 2.51005 0.026 0.068 0.468
C 5.26814 -1.77898 0.54468 -0.442 0.841 0.852
C 6.26440 -1.13859 1.29489 -2.097 0.054 -0.642
C 7.52794 -1.59964 1.27598 1.825 -1.047 -0.915
C 7.84483 -2.71809 0.42782 -0.960 1.278 1.081
C 6.83264 -3.31498 -0.34802 1.768 -0.315 1.141
C 5.51897 -2.87582 -0.21220 0.540 -0.664 -0.855
N 9.27057 -3.13952 0.40860 2.402 1.380 1.356
O 9.71297 -3.64470 -0.59813 -0.725 -0.442 -0.049
O 10.04892 -2.81593 1.37228 -2.814 -0.791 -1.993
H 4.26802 -1.37484 0.59785 -0.174 -0.049 -0.094
H 5.91059 -0.26625 1.82425 0.583 0.125 0.323
H 8.28944 -1.03737 1.79594 0.284 -0.429 0.096
H 7.11700 -4.18333 -0.92379 -0.182 0.000 -0.264
H 4.73315 -3.38958 -0.74600 -0.073 0.008 -0.101
C -2.27811 1.59921 -2.04119 0.158 0.230 0.052
C -2.42143 0.36186 -1.41251 0.106 -0.367 -1.057
C -1.31752 -0.38254 -1.09599 2.031 0.513 0.953
C 0.00889 0.17561 -1.28486 -1.790 0.145 -0.576
C 0.14950 1.40473 -1.90296 -1.061 1.003 0.715
C -1.02608 2.15337 -2.20310 0.848 -0.828 -0.056
N 1.20119 -0.56021 -0.88126 0.999 -1.025 0.044
O 2.32795 -0.13060 -1.03610 -0.307 1.410 -0.456
O 1.05932 -1.66742 -0.40837 -1.171 -0.786 0.471
H -3.14950 2.11907 -2.41106 -0.078 0.118 0.312
H -3.39126 -0.10539 -1.32593 -0.156 0.188 0.219
H -1.45694 -1.30501 -0.55193 0.283 -0.233 -0.227
H 1.09256 1.91632 -2.02668 0.299 -0.337 -0.048
H -0.91688 3.15210 -2.59936 0.064 -0.076 -0.164
```
Forces are in eV/Å.

Results of the Löwdin charge analysis, in e, for atoms 1 through 5: C -0.051; C -0.277; O 0.012; C -0.551; O 0.153